[1]
{
  "formula": "C36H66N13O3",
  "method": "ωB97M-V/def2-TZVPD",
  "e_homo_ev": -14.5,
  "charge": 5,
  "de_lowest_kj_mol": 318.7,
  "orbital_gap_ev": 6.19,
  "species": ["N", "O", "O", "O", "C", "C", "N", "C", "C", "N", "C", "C", "H", "H", "H", "H", "H", "H", "H", "H", "H", "H", "H", "C", "C", "N", "C", "C", "N", "C", "C", "H", "H", "H", "H", "H", "H", "H", "H", "H", "H", "H", "C", "C", "N", "C", "C", "N", "C", "C", "H", "H", "H", "H", "H", "H", "H", "H", "H", "H", "H", "C", "C", "N", "C", "C", "N", "C", "C", "H", "H", "H", "H", "H", "H", "H", "H", "H", "H", "H", "C", "C", "N", "C", "C", "N", "C", "C", "H", "H", "H", "H", "H", "H", "H", "H", "H", "H", "H", "C", "C", "N", "C", "C", "N", "C", "C", "H", "H", "H", "H", "H", "H", "H", "H", "H", "H", "H"],
  "coordinates": [[1.1069, 0.9755, -0.1010], [1.6716, 1.8522, -0.6941], [-0.0633, 0.6911, -0.4173], [1.8420, 0.3306, 0.6338], [7.1460, -5.3207, 2.8149], [6.6875, -4.6946, 1.4698], [5.4521, -5.2979, 1.0612], [4.1831, -5.0364, 1.5783], [3.2899, -5.9165, 0.9046], [4.0729, -6.7933, 0.0953], [5.4505, -6.3750, 0.2856], [3.6023, -7.7079, -0.8590], [8.1385, -5.7353, 2.6389], [6.6143, -6.2034, 3.1701], [7.3574, -4.5583, 3.5647], [7.5356, -4.8479, 0.8025], [6.3989, -3.6614, 1.6627], [3.8754, -4.3337, 2.3385], [2.2123, -5.9881, 0.8940], [6.3322, -6.8159, -0.1556], [2.7034, -7.4590, -1.4231], [3.4854, -8.5443, -0.1699], [4.3500, -8.0167, -1.5896], [-0.3658, 4.2288, 3.8779], [-1.5426, 3.2237, 3.7376], [-2.5611, 3.6833, 2.7916], [-3.9120, 3.3405, 2.7175], [-4.3695, 3.9525, 1.4833], [-3.2649, 4.3947, 0.7217], [-2.2418, 4.3005, 1.6039], [-3.2158, 4.8836, -0.6886], [-0.5731, 5.2988, 3.8941], [0.3938, 4.0202, 3.1245], [0.1453, 4.0196, 4.8176], [-1.8982, 3.1395, 4.7645], [-1.2844, 2.1952, 3.4855], [-4.3820, 2.7140, 3.4611], [-5.3438, 3.8416, 1.0308], [-1.3054, 4.8015, 1.4078], [-3.6609, 4.1392, -1.3489], [-2.1749, 4.7643, -0.9892], [-3.6917, 5.8318, -0.9388], [6.7621, 0.9800, 5.8132], [5.6269, 1.5109, 4.9216], [6.0199, 2.8587, 4.4118], [6.4547, 3.8879, 5.2794], [6.5174, 5.0831, 4.4818], [6.2757, 4.7603, 3.1623], [5.8305, 3.4698, 3.1906], [6.4413, 5.6071, 1.9604], [6.7929, 1.5732, 6.7271], [7.6802, 1.0697, 5.2325], [6.5367, -0.0237, 6.1734], [4.5964, 1.4850, 5.2758], [5.5743, 0.8802, 4.0342], [6.7224, 3.8070, 6.3225], [6.8307, 6.0983, 4.6757], [5.5292, 2.9082, 2.3188], [7.0716, 6.4404, 2.2708], [5.4500, 6.0440, 1.8400], [6.7488, 4.9660, 1.1343], [-4.9916, -6.7732, 5.3616], [-4.6446, -5.2994, 5.1740], [-5.0226, -4.6421, 3.9182], [-4.5127, -3.4415, 3.4819], [-5.2052, -3.0082, 2.2930], [-6.0740, -4.0581, 2.0287], [-6.0399, -4.9957, 3.0123], [-6.8806, -4.1377, 0.8068], [-6.0430, -6.9602, 5.1435], [-4.8075, -7.1233, 6.3773], [-4.4783, -7.4159, 4.6462], [-3.5597, -5.2069, 5.2251], [-5.1835, -4.7503, 5.9461], [-3.7354, -3.0060, 4.0923], [-5.0887, -2.2356, 1.5474], [-6.5224, -5.9617, 3.0365], [-7.0502, -5.1995, 0.6283], [-6.3687, -3.6541, -0.0251], [-7.8900, -3.7452, 0.9302], [3.3675, 6.5532, -4.8077], [1.9287, 6.2494, -5.4343], [0.9873, 7.3461, -5.6130], [0.0534, 7.5678, -6.6170], [-0.7473, 8.6423, -6.1947], [-0.2541, 9.0654, -4.8898], [0.7693, 8.2275, -4.5907], [-0.7105, 10.1994, -4.0967], [3.7525, 5.5660, -4.5520], [3.3603, 7.2209, -3.9462], [4.0533, 7.0216, -5.5137], [1.3553, 5.4989, -4.8902], [2.2246, 5.8562, -6.4069], [0.1305, 7.0556, -7.5647], [-1.5449, 9.1690, -6.6974], [1.1293, 8.1307, -3.5771], [-1.4821, 9.8394, -3.4162], [-1.3011, 10.9172, -4.6661], [0.1059, 10.7227, -3.5990], [-7.1468, -5.7917, -6.8362], [-6.3817, -5.9397, -5.5082], [-5.2342, -5.0326, -5.4341], [-5.2496, -3.6689, -5.7882], [-4.0063, -3.1283, -5.4813], [-3.2415, -4.1345, -4.9568], [-4.0327, -5.2390, -4.8085], [-1.9666, -3.9789, -4.3104], [-6.5614, -5.5497, -7.7233], [-7.8832, -4.9996, -6.7006], [-7.7391, -6.6717, -7.0866], [-5.9062, -6.9177, -5.4338], [-7.0454, -5.6733, -4.6857], [-6.1420, -3.2602, -6.2386], [-3.6255, -2.1188, -5.4323], [-3.7783, -6.1859, -4.3557], [-1.5766, -2.9811, -4.5114], [-1.2728, -4.7110, -4.7238], [-1.9475, -3.9747, -3.2206]],
  "mulliken_charge": [0.931, -0.609, -0.673, -0.646, -1.002, -0.454, 0.111, -0.377, -0.308, 0.120, -0.130, -0.828, 0.371, 0.336, 0.297, 0.304, 0.355, 0.396, 0.430, 0.374, 0.297, 0.403, 0.305, -1.278, -0.312, 0.176, -0.247, -0.531, 0.190, -0.204, -0.905, 0.366, 0.371, 0.366, 0.373, 0.330, 0.442, 0.386, 0.410, 0.364, 0.376, 0.325, -1.139, -0.356, 0.256, -0.282, -0.438, 0.136, -0.283, -0.747, 0.323, 0.347, 0.383, 0.332, 0.332, 0.359, 0.400, 0.430, 0.297, 0.356, 0.294, -1.342, -0.105, 0.156, -0.315, -0.443, 0.150, -0.125, -0.811, 0.372, 0.356, 0.382, 0.316, 0.303, 0.412, 0.420, 0.314, 0.322, 0.306, 0.331, -1.014, -0.491, 0.167, -0.250, -0.435, 0.138, -0.238, -0.824, 0.345, 0.337, 0.339, 0.382, 0.277, 0.436, 0.420, 0.402, 0.339, 0.324, 0.347, -1.257, -0.179, 0.173, -0.390, -0.385, 0.136, -0.198, -0.871, 0.385, 0.377, 0.357, 0.333, 0.252, 0.440, 0.405, 0.397, 0.331, 0.343, 0.351]
}



[2]
{
  "formula": "C36H66O30",
  "method": "ωB97M-V/def2-TZVPD",
  "e_homo_ev": -9.9,
  "smiles": "C[C@H]1COC(=O)O1.C[C@H]1COC(=O)O1.CCOC(=O)OC.CCOC(=O)OC.CCOC(=O)OC.CCOC(=O)OC.COC(=O)OC.COC(=O)OC.COC(=O)OC.O=C1OCCO1",
  "de_lowest_kj_mol": 0.0,
  "orbital_gap_ev": 10.05,
  "species": ["C", "C", "C", "O", "C", "O", "O", "H", "H", "H", "H", "H", "H", "C", "C", "C", "O", "C", "O", "O", "H", "H", "H", "H", "H", "H", "C", "C", "O", "C", "O", "O", "C", "H", "H", "H", "H", "H", "H", "H", "H", "C", "C", "O", "C", "O", "O", "C", "H", "H", "H", "H", "H", "H", "H", "H", "C", "C", "O", "C", "O", "O", "C", "H", "H", "H", "H", "H", "H", "H", "H", "C", "C", "O", "C", "O", "O", "C", "H", "H", "H", "H", "H", "H", "H", "H", "C", "O", "C", "O", "O", "C", "H", "H", "H", "H", "H", "H", "C", "O", "C", "O", "O", "C", "H", "H", "H", "H", "H", "H", "C", "O", "C", "O", "O", "C", "H", "H", "H", "H", "H", "H", "O", "C", "O", "C", "C", "O", "H", "H", "H", "H"],
  "coordinates": [[9.4841, -11.7183, 8.7620], [10.3510, -10.8029, 9.5906], [11.5928, -10.2732, 8.8912], [11.6633, -8.9139, 9.3211], [10.4430, -8.5176, 9.7375], [10.1281, -7.4002, 9.9572], [9.5944, -9.5735, 9.7431], [8.5233, -11.9306, 9.2383], [9.9224, -12.7128, 8.6242], [9.2641, -11.3106, 7.7747], [10.5321, -11.2499, 10.5692], [11.4993, -10.3347, 7.8045], [12.4929, -10.8012, 9.2017], [15.0625, -8.0254, 14.4041], [14.1520, -7.2909, 13.4473], [13.5463, -8.1620, 12.3389], [12.1469, -7.8118, 12.3361], [11.8698, -7.0059, 13.3775], [10.8111, -6.5651, 13.6443], [12.9810, -6.7514, 14.0977], [15.8097, -7.3832, 14.8629], [15.6205, -8.7804, 13.8435], [14.4755, -8.5325, 15.1698], [14.6865, -6.4208, 13.0537], [13.6246, -9.2247, 12.5758], [13.9121, -7.9651, 11.3348], [0.7582, -2.9023, 13.0606], [1.7832, -2.3859, 14.0449], [2.9279, -3.2427, 13.9831], [4.0332, -2.8156, 14.6284], [4.1263, -1.7719, 15.2013], [5.0088, -3.7014, 14.5538], [4.9310, -4.7979, 13.6685], [1.2057, -3.0126, 12.0707], [-0.0347, -2.1664, 12.9216], [0.3358, -3.8496, 13.3901], [1.4106, -2.3996, 15.0705], [2.0635, -1.3613, 13.7985], [4.3363, -5.6054, 14.1096], [5.9459, -5.1732, 13.5782], [4.5328, -4.5673, 12.6854], [7.7542, -7.6564, 14.4648], [8.0347, -8.0001, 13.0179], [7.7105, -9.3579, 12.7215], [8.6460, -10.2947, 12.7292], [9.8227, -10.1348, 12.9132], [8.0323, -11.4601, 12.5165], [8.8433, -12.6279, 12.5892], [6.6859, -7.6271, 14.6667], [8.1563, -6.6548, 14.6592], [8.3600, -8.2538, 15.1484], [9.0859, -7.8050, 12.8126], [7.4448, -7.3309, 12.3977], [8.1586, -13.4605, 12.7458], [9.6018, -12.5296, 13.3568], [9.2694, -12.8581, 11.6056], [5.1486, 0.1500, 6.0219], [6.1432, -0.8528, 6.5790], [5.6814, -2.1867, 6.4041], [5.0299, -2.8432, 7.3645], [4.5791, -3.9350, 7.1641], [4.9247, -2.1807, 8.5237], [4.2145, -2.8328, 9.5883], [4.7448, -0.1144, 5.0443], [5.6968, 1.0912, 5.9327], [4.2988, 0.2821, 6.6918], [6.2275, -0.5835, 7.6281], [7.1068, -0.7127, 6.0999], [4.7190, -3.7722, 9.7886], [3.1607, -2.9599, 9.3447], [4.2794, -2.1423, 10.4220], [2.5921, -8.4411, 11.4477], [3.1534, -9.0599, 10.1811], [3.1723, -8.0882, 9.1408], [4.2997, -7.5739, 8.6618], [4.3380, -6.6635, 7.9019], [5.3956, -8.1664, 9.1693], [6.6368, -7.7513, 8.6204], [1.6288, -7.9670, 11.2685], [3.2519, -7.6436, 11.8132], [2.5735, -9.1642, 12.2634], [2.5009, -9.8805, 9.8775], [4.1319, -9.4850, 10.3798], [7.4268, -8.2891, 9.1286], [6.8135, -6.6831, 8.7312], [6.6954, -8.0802, 7.5812], [9.5129, -2.0588, 7.3438], [8.5496, -3.0584, 7.4422], [8.4362, -3.8817, 6.3875], [9.0879, -3.8020, 5.3822], [7.5430, -4.7884, 6.7010], [7.2231, -5.7977, 5.7644], [9.1421, -1.1555, 6.8552], [10.3940, -2.3450, 6.7595], [9.8916, -1.7905, 8.3291], [6.8559, -5.3147, 4.8578], [6.3741, -6.3750, 6.1277], [7.9992, -6.5389, 5.5693], [13.3612, -3.5704, 13.4243], [12.7808, -3.5965, 12.1195], [13.2849, -2.7529, 11.2368], [14.2082, -2.0106, 11.4019], [12.5741, -2.8657, 10.1131], [13.0457, -2.1521, 9.0070], [12.6148, -4.0091, 14.0840], [13.5306, -2.5557, 13.7767], [14.2597, -4.1808, 13.4580], [14.0994, -2.3294, 8.7947], [12.8245, -1.0807, 9.0410], [12.5262, -2.4486, 8.0871], [6.3626, 0.4613, 10.7276], [7.0982, 0.6001, 9.5139], [7.9454, 1.5937, 9.3848], [8.1005, 2.5010, 10.1539], [8.5770, 1.4368, 8.2184], [9.5388, 2.4578, 7.9209], [6.7483, -0.2935, 11.4101], [5.3935, 0.0938, 10.3911], [6.2598, 1.4219, 11.2259], [10.1377, 2.0584, 7.1053], [10.1656, 2.6386, 8.7892], [9.0549, 3.3706, 7.5805], [6.3065, -2.7315, 11.8864], [7.3110, -3.3442, 11.7297], [7.3741, -4.6690, 11.5558], [8.6818, -5.0400, 11.0452], [9.4995, -3.7722, 11.3210], [8.5366, -2.7759, 11.6508], [8.9742, -5.8710, 11.6756], [8.6318, -5.2962, 9.9916], [10.1203, -3.5212, 10.4604], [10.2265, -3.9321, 12.1189]],
  "mulliken_charge": [-1.777, 0.725, -0.459, -0.367, 0.065, -0.200, 0.043, 0.368, 0.405, 0.418, 0.184, 0.277, 0.319, -1.587, 0.709, -0.614, 0.101, 0.340, -0.505, -0.407, 0.375, 0.394, 0.367, 0.135, 0.337, 0.329, -1.040, -0.265, -0.241, 0.660, -0.598, -0.372, -0.329, 0.188, 0.386, 0.300, 0.292, 0.331, 0.579, -0.013, 0.141, -1.561, 1.795, -0.351, 0.859, -0.565, -0.388, -0.675, 0.328, 0.339, 0.414, -0.890, -0.138, 0.294, 0.325, 0.178, -1.551, 0.421, -0.362, 0.757, -0.586, -0.139, -0.545, 0.353, 0.421, 0.337, 0.032, 0.295, 0.198, 0.368, 0.071, -0.910, -0.071, -0.354, 0.579, -0.493, -0.246, 0.051, 0.321, 0.089, 0.371, 0.290, 0.201, -0.172, -0.042, 0.369, -0.748, 0.043, 0.450, -0.632, 0.095, -0.780, 0.181, 0.370, 0.230, 0.328, 0.134, 0.335, -0.736, -0.056, 0.548, -0.572, -0.127, -0.787, 0.210, 0.402, 0.228, 0.357, 0.330, 0.197, -0.607, -0.127, 0.669, -0.600, -0.222, -0.774, 0.153, 0.140, 0.424, 0.216, 0.366, 0.289, -0.381, 0.467, 0.108, 1.007, 0.477, -0.477, -1.110, 0.186, -0.118, -0.104]
}